{
  "formula": "C41H46AsF6N4Pt",
  "method": "wB97M-V/def2-TZVPD",
  "species": ["Pt", "C", "C", "C", "C", "C", "C", "C", "C", "C", "C", "C", "C", "N", "C", "C", "N", "C", "C", "C", "C", "C", "C", "C", "C", "C", "C", "C", "C", "C", "C", "C", "C", "C", "C", "C", "C", "C", "C", "H", "H", "H", "H", "H", "H", "H", "H", "H", "H", "H", "H", "H", "H", "H", "H", "H", "H", "H", "H", "H", "H", "H", "H", "H", "H", "H", "H", "H", "H", "H", "H", "H", "H", "H", "H", "H", "H", "H", "H", "F", "As", "F", "F", "F", "F", "F", "N", "C", "C", "C", "C", "C", "N", "H", "H", "H", "H", "H", "H"],
  "coordinates": [[0.193996, -0.008198, -0.119630], [-2.547420, 2.495097, 2.208127], [-2.121552, 1.068681, 2.570670], [-3.249328, 0.345530, 3.314129], [-0.834275, 1.068052, 3.373481], [-0.792056, 1.794018, 4.558914], [0.359040, 1.850213, 5.318013], [1.491870, 1.168897, 4.907270], [1.519370, 0.410696, 3.739849], [2.826560, -0.292277, 3.422655], [3.629187, 0.539195, 2.423851], [2.715273, -1.770149, 3.049285], [0.333185, 0.381364, 2.987488], [0.153831, -0.501977, 1.844547], [-0.403069, -1.642706, 2.074462], [-0.922955, -2.389151, 0.890810], [-0.846880, -1.779603, -0.242874], [-1.609144, -2.336114, -1.365068], [-3.013956, -2.239007, -1.288653], [-3.740425, -2.850805, -2.305841], [-3.123800, -3.509265, -3.352963], [-1.740515, -3.601565, -3.382451], [-0.951745, -3.040866, -2.384232], [0.544035, -3.308749, -2.479247], [1.314240, -2.083304, -2.968942], [1.140273, -3.975078, -1.237595], [-3.825931, -1.530555, -0.209762], [-4.629787, -2.509330, 0.657969], [-4.815466, -0.531242, -0.830167], [-1.428213, -3.655049, 1.345066], [-1.946309, -4.782233, 0.747307], [-2.304364, -5.863824, 1.576191], [-2.177202, -5.812553, 2.947382], [-1.653091, -4.659861, 3.590063], [-1.459385, -4.456086, 4.980073], [-0.928305, -3.278142, 5.461186], [-0.544833, -2.226012, 4.608879], [-0.717673, -2.397767, 3.251321], [-1.282178, -3.609417, 2.759315], [-3.381678, 2.465901, 1.506306], [-1.734541, 3.053551, 1.746205], [-2.877797, 3.042441, 3.091438], [-1.955334, 0.536724, 1.630471], [-3.482657, 0.843960, 4.255453], [-2.998150, -0.693569, 3.538603], [-4.156012, 0.351219, 2.706733], [-1.675422, 2.328790, 4.881328], [0.378114, 2.424480, 6.234849], [2.387651, 1.213432, 5.513595], [3.386924, -0.277908, 4.359843], [3.063015, 0.703244, 1.506734], [4.572089, 0.050080, 2.174457], [3.855855, 1.518892, 2.844491], [2.242976, -1.936552, 2.081143], [2.153493, -2.325517, 3.801081], [3.713560, -2.206605, 2.999609], [-4.819914, -2.794641, -2.278927], [-3.716513, -3.960764, -4.137006], [-1.254518, -4.143065, -4.183479], [0.639836, -4.060032, -3.265290], [1.233897, -1.242286, -2.277808], [0.915986, -1.744858, -3.925635], [2.371405, -2.314979, -3.102364], [1.136609, -3.339842, -0.350150], [2.172168, -4.269227, -1.431056], [0.584478, -4.878809, -0.982124], [-3.152000, -0.978079, 0.448418], [-5.328264, -3.083092, 0.046687], [-5.218000, -1.945825, 1.382697], [-4.010940, -3.216944, 1.209126], [-5.658739, -1.059448, -1.276482], [-4.364421, 0.091114, -1.598907], [-5.221959, 0.114674, -0.051886], [-2.097882, -4.835583, -0.323502], [-2.709536, -6.755774, 1.118771], [-2.484143, -6.661878, 3.545113], [-1.738017, -5.238368, 5.675491], [-0.799918, -3.156748, 6.527796], [-0.136180, -1.310013, 5.015708], [-2.367477, 1.013883, -0.627844], [-1.581649, 2.152032, -1.668777], [-0.474016, 2.408046, -0.276449], [-2.577449, 3.432261, -1.220415], [-0.502747, 3.058262, -2.614769], [-2.464055, 1.611863, -3.000602], [-0.371551, 0.685061, -1.965114], [3.147024, -1.349806, -0.244552], [3.213757, -0.103874, -0.741022], [4.445049, 0.396502, -1.206476], [4.517716, 1.657496, -1.722088], [3.356435, 2.440668, -1.784541], [2.187271, 1.917880, -1.327906], [2.100104, 0.659046, -0.803156], [3.966679, -1.930222, -0.235734], [2.276625, -1.766132, 0.022830], [5.313560, -0.245487, -1.149187], [5.460671, 2.043481, -2.085274], [3.363477, 3.443726, -2.183178], [1.280551, 2.498860, -1.355855]],
  "forces_ev_per_angstrom": [[-0.637, 0.223, 0.035], [-0.004, -0.008, -0.005], [-0.013, -0.018, -0.006], [-0.008, -0.060, -0.077], [0.088, 0.108, 0.049], [-0.064, 0.024, -0.107], [0.029, 0.013, 0.054], [0.053, -0.022, -0.066], [-0.058, -0.005, 0.102], [0.005, -0.049, 0.030], [-0.032, 0.044, -0.049], [-0.004, -0.050, -0.048], [-0.161, 0.071, -0.140], [0.758, -0.151, 0.132], [0.014, 0.311, -0.184], [0.350, 0.021, -0.086], [-0.434, -0.309, -0.471], [0.223, 0.271, 0.436], [-0.171, 0.087, -0.071], [0.020, -0.027, -0.074], [0.098, 0.049, 0.080], [-0.087, 0.002, 0.092], [0.128, -0.185, -0.182], [-0.005, 0.056, 0.016], [-0.052, 0.056, 0.024], [-0.021, -0.012, 0.020], [0.065, 0.016, 0.059], [0.033, -0.059, -0.005], [0.019, -0.024, -0.030], [-0.066, -0.049, 0.065], [0.001, 0.065, 0.008], [-0.038, -0.020, -0.012], [0.012, 0.046, 0.019], [-0.004, -0.007, -0.031], [-0.006, 0.000, 0.062], [-0.046, -0.093, 0.020], [-0.060, 0.046, -0.162], [-0.078, -0.225, 0.282], [0.063, 0.059, 0.021], [0.005, 0.000, 0.022], [-0.009, -0.002, 0.011], [0.002, -0.005, 0.010], [-0.033, 0.059, 0.003], [0.018, 0.013, 0.014], [0.008, -0.005, 0.011], [-0.003, 0.004, 0.001], [-0.003, 0.007, 0.001], [-0.001, -0.010, -0.001], [0.010, -0.005, 0.001], [-0.010, 0.017, 0.005], [0.034, 0.041, 0.098], [-0.008, -0.007, -0.022], [0.005, 0.003, -0.005], [0.050, 0.013, 0.091], [0.024, -0.001, 0.011], [0.000, 0.005, -0.004], [-0.005, -0.006, -0.005], [0.002, 0.003, -0.003], [-0.010, -0.009, -0.011], [-0.017, 0.027, -0.031], [0.018, -0.045, -0.037], [0.011, 0.004, 0.007], [0.015, -0.013, 0.016], [0.020, 0.002, -0.009], [0.015, 0.012, -0.010], [0.022, -0.004, -0.002], [0.016, 0.050, -0.020], [0.006, 0.001, -0.005], [-0.019, 0.007, 0.010], [0.007, 0.034, -0.017], [-0.005, 0.005, 0.003], [0.031, -0.007, 0.020], [0.013, 0.029, 0.012], [0.013, -0.029, 0.008], [0.004, -0.002, 0.000], [0.004, -0.005, -0.004], [0.007, 0.001, 0.000], [-0.005, 0.003, 0.001], [0.004, -0.020, 0.024], [-0.047, -0.083, -0.016], [0.039, 0.391, 0.209], [-0.126, -0.027, -0.048], [0.035, -0.051, -0.034], [-0.024, 0.036, -0.057], [-0.002, -0.070, -0.018], [0.118, -0.262, -0.353], [0.019, 0.032, -0.006], [0.029, -0.171, -0.194], [-0.046, -0.054, 0.037], [-0.056, 0.020, -0.007], [0.032, 0.014, -0.015], [-0.194, 0.114, -0.011], [-0.020, -0.158, 0.599], [0.013, -0.002, -0.008], [-0.048, -0.011, -0.083], [0.000, 0.005, -0.001], [0.005, 0.000, 0.008], [-0.001, -0.001, -0.002], [0.119, -0.081, 0.006]],
  "mulliken_charge": [1.510, -1.808, 2.595, -1.556, 0.171, -0.424, -1.588, -1.054, 0.384, 0.376, -1.416, -1.514, -0.059, 0.614, 1.210, 0.296, 0.366, -0.294, 0.640, -0.866, -1.619, -1.062, 0.693, 0.340, -1.681, -1.361, 1.911, -1.466, -1.916, 0.377, 0.428, -1.303, -0.794, 0.798, -0.956, -1.188, 0.457, 0.419, -0.442, 0.383, 0.377, 0.438, -1.920, 0.468, 0.270, 0.398, 0.489, 0.417, 0.507, 0.745, 0.176, 0.412, 0.427, 0.255, 0.445, 0.534, 0.456, 0.442, 0.502, 0.779, 0.279, 0.453, 0.427, 0.047, 0.496, 0.405, -1.084, 0.400, 0.460, 0.193, 0.591, 0.355, 0.358, 0.646, 0.500, 0.488, 0.495, 0.525, 0.505, -0.259, 1.969, -0.450, -0.442, -0.464, -0.427, -0.767, 0.629, 0.874, -1.165, -0.607, -0.831, -0.648, 0.747, 0.260, -1.147, 0.507, 0.471, 0.530, 0.453],
  "relative_energy_kcal_mol": 11.5,
  "charge": 2,
  "e_tot_ev": -129603.1131,
  "max_force_ev_per_a": 0.78,
  "homo_ha": [-0.522, -0.522],
  "spin_multiplicity": 2
}

{
  "formula": "C4H9NO",
  "method": "wB97M-V/def2-TZVPD",
  "species": ["C", "C", "O", "N", "C", "C", "H", "H", "H", "H", "H", "H", "H", "H", "H"],
  "coordinates": [[1.449437, 1.193691, -0.788927], [0.366323, 0.080573, -1.052440], [0.314348, -0.271016, -2.250691], [-0.413395, -0.170285, 0.068707], [0.054105, 0.135221, 1.391025], [-1.500929, -1.223545, -0.008069], [1.837303, 1.334836, -1.864958], [2.136333, 0.813708, -0.066783], [0.799997, 2.054275, -0.453856], [0.537076, -0.754822, 1.737436], [-0.765031, 0.253270, 2.075756], [0.585902, 1.089232, 1.317626], [-2.301175, -0.927447, 0.658453], [-2.075994, -1.355903, -0.984992], [-1.024299, -2.251789, 0.221713]],
  "forces_ev_per_angstrom": [[-2.168, -0.306, -2.297], [1.423, 1.683, -1.196], [-1.414, -0.649, 2.905], [-1.952, -1.678, -3.206], [-0.396, 0.339, -0.540], [0.883, -0.881, -0.896], [-0.157, 0.116, 2.137], [0.838, 0.387, 0.383], [1.353, -0.451, -0.200], [1.295, -0.108, 0.649], [-0.710, 0.321, 0.100], [0.296, -0.724, 0.702], [0.183, -0.231, 0.669], [1.559, 0.653, 0.816], [-1.032, 1.528, -0.026]],
  "mulliken_charge": [-1.143, 0.722, -0.630, 0.044, -0.976, -0.889, 0.286, 0.369, 0.293, 0.338, 0.294, 0.376, 0.338, 0.280, 0.298],
  "relative_energy_kcal_mol": 39.9,
  "smiles": "CC(=O)N(C)C",
  "charge": 0,
  "e_tot_ev": -7830.5884,
  "max_force_ev_per_a": 4.11,
  "homo_ha": -0.342
}